--- one ---
28
Properties=species:S:1:pos:R:3 method="wB97M-V/def2-TZVPD" total_charge=0 orbital_gap_ev=8.08 spin_multiplicity=1 e_homo_ev=-7.9550 lumo_energy_ev=0.13
C -1.7475 -1.8519 -2.9508
C -1.4671 -0.4429 -2.3821
C -1.7271 0.6828 -3.2348
C -1.3693 1.8424 -2.5050
C -0.5879 -0.1797 -1.3259
C -0.1130 -1.2455 -0.4910
C 2.2268 0.1875 1.6618
C 2.2579 -0.6959 2.9380
C -0.0906 -0.2448 3.1021
C -0.0743 0.5923 1.7750
H -2.3885 -1.9878 -3.8890
H -2.1644 -2.5817 -2.1595
H -0.7997 -2.3792 -3.1540
H -2.1762 0.7553 -4.2990
H -1.3766 2.8617 -3.0373
H -0.5268 -2.2860 -0.7117
H 2.4637 1.2671 1.8515
H 2.9149 -0.3113 1.0153
H 3.1204 -0.6135 3.5111
H 2.2063 -1.7787 2.6504
H -0.5674 -1.2724 2.6797
H -0.7237 0.3765 3.7480
H -1.0673 0.3633 1.2659
H 0.0268 1.6560 2.0068
N 0.7238 -1.2146 0.4550
N 0.9887 0.1538 0.8820
O 1.0949 -0.3119 3.8191
S -0.2209 1.4991 -1.3072

=====

--- two ---
28
Properties=species:S:1:pos:R:3 method="wB97M-V/def2-TZVPD" total_charge=0 orbital_gap_ev=6.03 spin_multiplicity=1 e_homo_ev=-8.4847 lumo_energy_ev=-2.45
C -1.4993 -1.8862 -0.8140
C -2.0112 -0.6517 -0.4123
C -3.4308 -0.4843 0.0157
C -3.8938 0.7789 0.5424
C -2.9567 1.7961 0.7064
C -1.6189 1.5913 0.4825
C -1.1537 0.4406 -0.1949
C 0.8778 -0.7347 0.5116
C 3.1241 -0.3686 -0.5344
C 3.3520 1.1039 -0.3331
H -2.1570 -2.4816 -1.6322
H -1.4442 -2.2448 0.3264
H -0.3909 -2.2143 -1.2147
H -4.2575 -1.2007 -0.2287
H -4.8222 1.0424 1.1138
H -3.4092 2.8824 0.9811
H -0.9353 2.2471 0.9996
H 0.5222 -0.6749 -2.2241
H 2.5295 -1.2306 1.2209
H 4.1011 -0.8368 -0.6040
H 2.5926 -0.4589 -1.5110
H 3.7687 1.4745 -1.2127
H 2.1810 1.4454 -0.0440
H 3.6020 1.8812 1.7495
N 0.2089 0.0335 -0.5023
N 2.2133 -1.0417 0.2114
O 4.4344 1.2304 0.6533
S 0.4731 -1.4381 1.9478

=====

Relative energies with respect to the most stable structure, expressed in kcal/mol: one 0.0; two 183.8.

=====

--- one ---
74
Properties=species:S:1:pos:R:3 method="wB97M-V/def2-TZVPD" total_charge=0 orbital_gap_ev="7.50 / 4.38" spin_multiplicity=5 e_homo_ev="-7.8926 / -8.2422" lumo_energy_ev="-0.39 / -3.86"
Rh 0.8635 1.0203 1.3895
O 4.3251 0.2247 3.7488
C 3.2338 0.1482 3.1978
N 2.4723 1.1813 2.8463
C 2.8782 2.5066 3.2147
C 1.7206 3.4509 3.0586
C 1.8264 4.7959 3.4027
C 0.7280 5.6171 3.2222
C -0.4483 5.0768 2.7184
C -0.4753 3.7311 2.4017
N 0.5881 2.9549 2.5640
C 2.5521 -1.1679 2.9457
C 3.1195 -2.3504 3.4066
C 2.4056 -3.5283 3.2774
C 1.1245 -3.4713 2.7490
C 0.6338 -2.2485 2.3218
N 1.3458 -1.1327 2.3823
H 3.7260 2.8667 2.6077
H 3.2171 2.5120 4.2610
H 2.7523 5.1777 3.8084
H 0.7799 6.6667 3.4645
H -1.3239 5.6877 2.5671
H -1.3611 3.2495 2.0076
H 4.1004 -2.3092 3.8530
H 2.8198 -4.4675 3.6086
H 0.5081 -4.3526 2.6781
H -0.3829 -2.1593 1.9531
Cl 2.9937 4.2840 -4.9311
C 2.1337 3.6532 -3.5955
C 2.8234 3.0946 -2.5156
Cl 4.5353 3.0232 -2.5375
C 2.1258 2.6045 -1.4279
Cl 2.9495 1.9583 -0.0708
C 0.7050 2.6196 -1.3598
O 0.0442 2.1469 -0.3896
C 0.0460 3.2300 -2.4660
Cl -1.6627 3.3644 -2.3480
C 0.7349 3.7250 -3.5575
Cl -0.1204 4.4387 -4.8624
F -3.3655 -2.1351 2.0225
C -3.7132 -2.7449 0.8865
C -3.0512 -2.4148 -0.2788
C -3.3847 -3.1127 -1.4247
F -2.7034 -2.8251 -2.5494
C -4.3479 -4.1091 -1.4337
F -4.6269 -4.7846 -2.5497
C -5.0161 -4.4102 -0.2473
F -5.9403 -5.3693 -0.2320
C -4.6936 -3.7309 0.9240
F -5.2972 -4.0461 2.0719
Ge -1.5861 -1.0547 -0.3861
S -1.5218 0.2599 1.3501
C 0.0496 -2.2659 -0.6887
C 0.0669 -3.6510 -0.6722
F -1.0651 -4.3285 -0.4304
C 1.2378 -4.3813 -0.8646
F 1.1999 -5.7146 -0.8781
C 2.4542 -3.7245 -1.0318
F 3.5773 -4.4159 -1.2034
C 2.4784 -2.3352 -0.9936
F 3.6259 -1.6653 -1.0951
C 1.2797 -1.6550 -0.8365
F 1.3202 -0.3140 -0.7892
C -2.0425 -0.1346 -2.1093
C -1.1579 0.1711 -3.1234
F 0.1207 -0.2127 -3.0118
C -1.5591 0.8460 -4.2717
F -0.6600 1.1747 -5.2024
C -2.8986 1.1914 -4.4307
F -3.3027 1.8272 -5.5266
C -3.8158 0.8727 -3.4312
F -5.1035 1.1881 -3.5739
C -3.3634 0.2399 -2.2833
F -4.2321 -0.0585 -1.3025

=====

--- two ---
74
Properties=species:S:1:pos:R:3 method="wB97M-V/def2-TZVPD" total_charge=0 orbital_gap_ev="7.35 / 4.78" spin_multiplicity=5 e_homo_ev="-7.7571 / -8.3465" lumo_energy_ev="-0.41 / -3.57"
Rh -1.5930 0.6711 0.1334
O -5.6022 0.1402 1.1665
C -4.3765 0.2054 1.1080
N -3.6196 0.1994 0.0089
C -4.3169 0.1564 -1.2460
C -3.3848 0.4036 -2.4070
C -3.8719 0.3392 -3.7103
C -3.0134 0.5498 -4.7679
C -1.6751 0.8135 -4.5039
C -1.2691 0.8619 -3.1882
N -2.1010 0.6724 -2.1575
C -3.5925 0.3340 2.4071
C -4.2615 0.5713 3.5983
C -3.5192 0.7339 4.7559
C -2.1358 0.6225 4.6982
C -1.5489 0.3633 3.4706
N -2.2610 0.2390 2.3527
H -4.8097 -0.8122 -1.3970
H -5.1247 0.8986 -1.2741
H -4.9187 0.1193 -3.8732
H -3.3763 0.5029 -5.7861
H -0.9609 0.9722 -5.2989
H -0.2380 1.0508 -2.9286
H -5.3405 0.6270 3.5788
H -4.0125 0.9367 5.6979
H -1.5234 0.7222 5.5838
H -0.4758 0.2421 3.3623
Cl -0.5514 4.7801 5.8561
C -1.1081 4.2316 4.3509
C -0.1992 3.6031 3.4661
Cl 1.4371 3.3884 3.9201
C -0.6497 3.1422 2.2601
Cl 0.3575 2.3467 1.1456
C -2.0422 3.2836 1.8627
O -2.4599 2.8039 0.8032
C -2.9353 3.9558 2.7956
Cl -4.5597 4.0781 2.3347
C -2.4719 4.3976 4.0086
Cl -3.5401 5.1316 5.1275
F 3.9998 0.6955 0.3743
C 3.9172 -0.3651 1.1989
C 3.1187 -1.4485 0.8798
C 3.0456 -2.4551 1.8285
F 2.2292 -3.4973 1.6448
C 3.7642 -2.4217 3.0107
F 3.6732 -3.4122 3.8967
C 4.5718 -1.3304 3.2812
F 5.2638 -1.2752 4.4161
C 4.6461 -0.2900 2.3729
F 5.4069 0.7735 2.6407
Ge 1.8920 -1.4127 -0.6595
S -0.0271 -1.1337 0.2980
C 2.7129 -0.1926 -1.9831
C 2.3029 1.1050 -2.2160
F 1.2968 1.6351 -1.4993
C 2.8919 1.9307 -3.1551
F 2.4545 3.1749 -3.3459
C 3.9586 1.4520 -3.8961
F 4.5414 2.2284 -4.8036
C 4.4215 0.1673 -3.6780
F 5.4602 -0.2899 -4.3748
C 3.7991 -0.6248 -2.7269
F 4.3174 -1.8434 -2.5263
C 1.8287 -3.1043 -1.6634
C 0.8177 -3.2314 -2.6016
F -0.0102 -2.2021 -2.8419
C 0.6241 -4.3818 -3.3446
F -0.3631 -4.4658 -4.2376
C 1.4789 -5.4536 -3.1581
F 1.3118 -6.5704 -3.8606
C 2.5193 -5.3545 -2.2509
F 3.3580 -6.3778 -2.0928
C 2.6837 -4.1834 -1.5313
F 3.7386 -4.1239 -0.7105

=====

Relative energies with respect to the most stable structure, expressed in kcal/mol: one 7.2; two 0.0.

=====

--- one ---
17
Properties=species:S:1:pos:R:3 method="wB97M-V/def2-TZVPD" total_charge=0 orbital_gap_ev=9.89 spin_multiplicity=1 smiles=CNCCO.O e_homo_ev=-9.0983 lumo_energy_ev=0.80
C 1.5725 1.2102 -0.1562
N 1.2856 -0.1069 0.5417
C -0.0539 -0.5367 0.2330
C -0.6237 -1.5718 1.2925
O -2.0259 -1.1898 1.4424
H 0.5330 1.7962 -0.3861
H 2.2422 1.8753 0.5142
H 2.0603 1.0035 -1.1191
H 1.9571 -0.7693 0.2153
H -0.1213 -0.6725 -0.8729
H -0.6538 0.4052 0.3988
H 0.0759 -1.4400 2.1160
H -0.5140 -2.5828 0.9031
H -2.1867 -1.0853 2.5168
H -0.5266 0.8153 -2.4819
H -1.7327 1.6624 -2.2117
O -1.2880 1.1870 -2.9460

=====

--- two ---
17
Properties=species:S:1:pos:R:3 method="wB97M-V/def2-TZVPD" total_charge=0 orbital_gap_ev=9.95 spin_multiplicity=1 smiles="C=CCN.O.O" e_homo_ev=-9.5195 lumo_energy_ev=0.43
N -1.6147 0.6229 1.5474
C -1.1312 -0.0281 0.3397
C -1.9174 0.1678 -2.0531
C -2.1297 -0.1305 -0.7860
H -2.4557 0.1554 1.8769
H -2.0079 1.5374 1.3198
H -0.8944 -1.0609 0.5870
H -0.2090 0.4260 -0.0111
H -2.6812 0.1329 -2.8218
H -0.9475 0.5327 -2.3913
H -3.0730 -0.5391 -0.4639
H 3.2347 -1.2685 0.8071
H 3.1372 -0.9464 2.3273
O 3.1153 -1.6515 1.6832
H 2.8786 1.3320 -0.3502
H 3.4917 0.2995 -1.2623
O 3.2043 0.4185 -0.3488

=====

Relative energies with respect to the most stable structure, expressed in kcal/mol: one 25.6; two 0.0.

=====

--- one ---
17
Properties=species:S:1:pos:R:3 method="wB97M-V/def2-TZVPD" total_charge=0 orbital_gap_ev=9.82 spin_multiplicity=1 smiles=CNCCO.O e_homo_ev=-9.2205 lumo_energy_ev=0.60
O -1.5387 -2.7495 3.6081
N -0.0462 -1.3090 0.6700
C 0.0000 0.0000 0.0000
C -0.8908 -2.7135 2.3683
C -0.8929 -1.3439 1.8287
H -2.4740 -2.4609 3.5589
H 0.9119 -1.5273 0.9720
H 0.9283 0.0530 -0.5934
H 0.0026 0.8254 0.7317
H -0.8593 0.1340 -0.6784
H -1.5403 -3.3237 1.7116
H 0.1052 -3.1958 2.3987
H -1.9284 -1.1808 1.4727
H -0.6646 -0.5561 2.5722
O 1.8648 2.8046 -3.8965
H 2.1059 2.2523 -3.1186
H 0.9458 3.1044 -3.7125

=====

--- two ---
17
Properties=species:S:1:pos:R:3 method="wB97M-V/def2-TZVPD" total_charge=0 orbital_gap_ev=8.66 spin_multiplicity=1 e_homo_ev=-8.5172 lumo_energy_ev=0.14
C -1.0663 -1.7996 0.2798
N 0.3709 -1.5115 0.0877
O -1.8508 -0.6774 0.0340
H -1.3374 0.0976 0.3909
H 0.9216 -2.3359 -0.1260
H 0.7554 -0.9759 0.8613
H -1.2145 -2.1790 1.3037
H -1.3528 -2.5845 -0.4243
C 0.3771 2.2391 0.6750
C 0.6717 0.1540 -1.2601
O 0.1459 0.8749 0.6776
H 0.4800 2.6389 -0.3581
H 1.3018 2.5150 1.2063
H -0.4542 2.7991 1.1295
H -0.0051 0.9682 -1.4654
H 1.6921 0.4309 -1.0440
H 0.5647 -0.6541 -1.9680

=====

Relative energies with respect to the most stable structure, expressed in kcal/mol: one 0.0; two 74.5.

=====

--- one ---
17
Properties=species:S:1:pos:R:3 method="wB97M-V/def2-TZVPD" total_charge=0 orbital_gap_ev=10.47 spin_multiplicity=1 smiles="C=NCC.O.O" e_homo_ev=-9.6883 lumo_energy_ev=0.78
C 1.3782 1.2318 -0.6100
C 0.1155 0.3242 -0.5692
C 0.6458 -1.2138 -2.2691
N 0.1357 -1.0099 -1.1331
H 1.0662 2.0418 0.0425
H 2.2663 0.6854 -0.3043
H 1.6112 1.5826 -1.6164
H -0.7309 0.8986 -0.9489
H -0.0943 0.2403 0.4886
H 1.1390 -0.4273 -2.8483
H 0.5785 -2.2429 -2.6156
H -0.3756 -1.8110 1.2446
H -1.5152 -2.1432 2.0959
O -0.9295 -1.3870 1.9146
H -1.5788 0.6239 1.8018
H -2.1386 1.1364 3.0237
O -1.5736 1.4699 2.3032

=====

--- two ---
17
Properties=species:S:1:pos:R:3 method="wB97M-V/def2-TZVPD" total_charge=0 orbital_gap_ev=8.67 spin_multiplicity=1 smiles="C=NCC.O.O" e_homo_ev=-8.2941 lumo_energy_ev=0.37
C -1.4218 0.5284 -1.3236
C -2.2630 0.1653 -0.1572
C -0.7252 0.5687 1.5818
N -1.3119 -0.2565 0.8849
H -2.1643 0.5884 -2.2179
H -0.7496 -0.3658 -1.5635
H -0.9752 1.5249 -1.3543
H -2.8929 0.9273 0.2158
H -2.9529 -0.7130 -0.2642
H 0.0503 1.2981 1.1874
H -0.8424 0.3914 2.7205
H -0.9369 -3.4446 1.7781
H 0.1185 -2.7588 2.6553
O -0.1257 -3.6315 2.3067
H 4.9255 1.7549 -2.6913
H 5.4877 2.9659 -2.5645
O 4.6977 2.6380 -2.8944

=====

Relative energies with respect to the most stable structure, expressed in kcal/mol: one 0.0; two 51.1.

=====

--- one ---
17
Properties=species:S:1:pos:R:3 method="wB97M-V/def2-TZVPD" total_charge=0 orbital_gap_ev=8.70 spin_multiplicity=1 smiles="C=CNC.O.O" e_homo_ev=-7.9074 lumo_energy_ev=0.80
C 0.2936 -1.8393 1.9909
C 1.2012 -1.0633 1.3969
N 1.4397 0.2876 1.7416
C 2.5965 0.9825 1.1619
H -0.3943 -1.3215 2.6621
H 0.3061 -2.9102 1.9614
H 1.8774 -1.4907 0.6524
H 0.5518 0.7574 1.8137
H 3.1301 0.1924 0.6178
H 3.1476 1.4145 1.9960
H 2.2892 1.6498 0.3375
H 0.6844 0.1829 -2.0591
H -0.3064 0.2533 -3.2014
O -0.1107 -0.2527 -2.3976
H -5.6938 1.0124 -3.6636
H -5.8238 0.9513 -2.1496
O -5.1886 1.1937 -2.8609

=====

--- two ---
17
Properties=species:S:1:pos:R:3 method="wB97M-V/def2-TZVPD" total_charge=0 orbital_gap_ev=10.13 spin_multiplicity=1 smiles=CCNCO.O e_homo_ev=-9.3230 lumo_energy_ev=0.80
C 0.6648 0.3652 -1.0015
N -0.5320 0.3205 -0.1532
C -1.6720 -0.3819 -0.6471
O -2.4923 0.3266 -1.5763
C 1.8894 0.4484 -0.1139
H 0.5788 1.2163 -1.6997
H 0.7057 -0.4963 -1.6662
H -0.7141 1.2447 0.2065
H -2.2668 -0.7473 0.1843
H -1.3396 -1.2480 -1.1908
H -3.0141 0.9957 -1.0956
H 2.8188 0.2350 -0.6385
H 1.7744 -0.2683 0.7194
H 1.8999 1.4058 0.4148
H 1.2088 -1.0744 3.2543
H 0.0516 -0.8829 2.1682
O 0.4388 -1.4588 2.8354

=====

--- three ---
17
Properties=species:S:1:pos:R:3 method="wB97M-V/def2-TZVPD" total_charge=0 orbital_gap_ev=10.10 spin_multiplicity=1 smiles=C[C@@H](O)CN.O e_homo_ev=-9.5344 lumo_energy_ev=0.57
C 0.2172 1.1860 -0.6909
C -1.0533 0.4070 -1.0576
C -0.7803 -0.8708 -1.8557
O -1.7365 0.0760 0.1522
N -0.1935 2.3394 0.2166
H 0.9283 1.4793 -1.4908
H 0.7973 0.4190 -0.1521
H -1.6546 0.9771 -1.7337
H -1.4112 -1.7398 -1.4123
H 0.2229 -1.1651 -1.7083
H -1.0837 -0.7697 -2.8817
H -1.7024 -0.8530 0.3308
H -1.0106 1.9247 0.6464
H 0.5229 2.2742 0.9570
H 3.0289 -1.6845 3.1738
H 2.2242 -2.9036 2.8356
O 3.0103 -2.4095 2.5408

=====

--- four ---
17
Properties=species:S:1:pos:R:3 method="wB97M-V/def2-TZVPD" total_charge=0 orbital_gap_ev=10.59 spin_multiplicity=1 smiles=NCCCO.O e_homo_ev=-9.7969 lumo_energy_ev=0.79
C 1.7050 -1.8728 -0.9638
C 1.0922 -0.5851 -0.5060
C -0.2765 -0.3814 -1.0817
O -0.9610 0.8768 -0.9953
N 2.6006 -2.5875 0.0563
H 0.9309 -2.6315 -0.9752
H 2.0835 -1.8125 -1.9934
H 1.1247 -0.6920 0.5729
H 1.7958 0.2082 -0.7899
H -0.1330 -0.6084 -2.1277
H -0.9873 -1.0848 -0.6004
H -0.2424 1.5139 -1.1028
H 2.3805 -3.5439 -0.1921
H 3.5971 -2.4865 -0.0276
H -4.3173 3.6279 2.4588
H -3.0117 4.3397 2.4818
O -3.6283 3.9039 3.0995

=====

Relative energies with respect to the most stable structure, expressed in kcal/mol: one 23.9; two 0.0; three 11.1; four 14.3.

=====

--- one ---
17
Properties=species:S:1:pos:R:3 method="wB97M-V/def2-TZVPD" total_charge=0 orbital_gap_ev=9.72 spin_multiplicity=1 smiles="C=NCC.O.O" e_homo_ev=-9.3776 lumo_energy_ev=0.34
C -0.1449 -0.0937 -1.7656
C 0.1266 0.8526 -0.6243
C 2.2613 0.2941 0.1316
N 1.0143 0.1611 0.3794
H -0.5237 0.3944 -2.6884
H -0.8880 -0.7995 -1.3697
H 0.6624 -0.7400 -2.1090
H 0.7868 1.6306 -1.0179
H -0.7997 1.3091 -0.2397
H 2.6776 1.3104 0.1638
H 2.9655 -0.5243 0.2839
H -0.0735 -1.2048 0.9170
H -0.4692 -2.5062 1.6597
O -0.8339 -1.6750 1.3472
H -2.7944 1.1076 1.5272
H -1.9414 -0.1973 1.4939
O -2.0258 0.6807 1.9109

=====

--- two ---
17
Properties=species:S:1:pos:R:3 method="wB97M-V/def2-TZVPD" total_charge=0 orbital_gap_ev=9.80 spin_multiplicity=1 smiles=C[C@@H](O)CN.O e_homo_ev=-8.9143 lumo_energy_ev=0.88
C -0.0374 -0.9131 -0.5257
C -0.4988 0.5400 -0.6602
C -1.2519 1.0092 0.5829
O 0.6316 1.4236 -0.7731
N 0.1726 -1.6441 -1.7429
H -0.7979 -1.4471 0.0467
H 0.8552 -0.8697 0.1114
H -1.1574 0.6917 -1.5185
H -1.1414 2.0856 0.6730
H -0.8148 0.5814 1.4893
H -2.3103 0.7886 0.5710
H 1.1765 1.1540 -1.5189
H -0.3694 -2.4443 -1.9893
H 0.9217 -1.3945 -2.3573
H 1.3498 -0.1332 3.2593
H 1.3682 0.5325 1.8594
O 1.9036 0.0392 2.4930

=====

--- three ---
17
Properties=species:S:1:pos:R:3 method="wB97M-V/def2-TZVPD" total_charge=0 orbital_gap_ev=10.28 spin_multiplicity=1 smiles=NCCCO.O e_homo_ev=-9.3736 lumo_energy_ev=0.91
C -1.3967 0.0356 1.0231
C 0.1328 0.0237 1.2592
C 0.9159 1.0566 0.4676
O 2.1445 0.5476 -0.0280
N -1.6892 -0.0805 -0.3905
H -1.8984 0.9217 1.4196
H -1.7009 -0.8480 1.5909
H 0.4115 -0.9186 0.7880
H 0.2901 0.0085 2.3376
H 1.0823 2.0133 0.9757
H 0.3108 1.3494 -0.3776
H 2.5212 0.0655 0.7171
H -2.6530 -0.0821 -0.6656
H -1.1740 -0.8371 -0.8015
H 1.5297 -0.9594 -2.3194
H 0.1662 -0.9155 -2.9737
O 1.0073 -1.3808 -3.0227

=====

Relative energies with respect to the most stable structure, expressed in kcal/mol: one 33.9; two 0.0; three 2.9.